The following is a DFT calculation (wB97M-V/def2-TZVPD) of a molecular structure, C13H35BeO13S4.

Structure (XYZ):
```
66
Properties=species:S:1:pos:R:3:forces:R:3:lowdin_charge:R:1
Be 3.331 -0.128 -1.701 -2.2 -0.7 0.8 0.787
C -0.139 -0.775 -0.437 0.4 0.9 0.0 -0.328
O 1.096 -0.960 -1.016 1.9 -0.5 -0.5 -0.422
H -0.804 -1.637 -0.492 -0.1 -0.5 -0.6 0.062
H -0.164 -0.586 0.636 0.5 0.2 0.6 0.036
H -0.637 0.087 -0.883 -0.6 0.3 -0.2 0.045
O -2.603 -1.044 5.258 0.7 -0.2 -1.7 -0.289
S -2.083 -1.203 3.908 0.9 -1.2 0.1 0.678
O -0.788 -1.868 3.665 -2.2 0.6 0.7 -0.327
O -3.240 -1.967 3.012 0.8 2.0 1.1 -0.269
C -3.195 -3.387 2.944 0.4 -1.0 -2.1 -0.265
C -3.139 -3.703 1.437 0.4 0.2 0.2 -0.067
C -1.871 0.427 3.169 0.2 -0.2 -0.1 -0.107
H -4.128 -3.867 3.237 0.1 0.5 1.1 0.121
H -2.289 -3.741 3.436 -0.4 -0.3 0.2 0.108
H -3.215 -4.769 1.226 0.0 0.0 0.2 0.079
H -2.203 -3.336 1.015 0.0 0.0 -0.1 0.062
H -3.966 -3.190 0.948 0.0 0.0 0.0 0.079
H -1.016 0.462 2.494 -0.2 -0.8 -0.2 0.046
H -1.491 0.982 4.027 -0.7 0.4 0.1 0.070
H -2.748 0.810 2.648 -0.1 0.0 0.6 0.075
O -1.989 5.853 -1.715 2.6 -1.8 0.7 -0.307
S -0.839 4.935 -1.532 0.3 -1.0 -1.9 0.759
O -0.128 4.401 -2.739 -1.3 2.0 3.5 -0.317
O 0.278 5.586 -0.412 -0.5 -2.8 -4.3 -0.254
C -0.288 6.253 0.636 -0.5 1.5 1.4 -0.370
C 0.488 5.928 1.886 -0.2 0.3 -0.3 -0.057
C -1.376 3.434 -0.584 -0.3 1.1 -0.2 -0.097
H -1.342 5.994 0.738 -0.1 0.3 0.1 0.107
H -0.149 7.308 0.398 -0.6 0.3 0.3 0.128
H 0.063 6.538 2.683 0.1 -0.3 0.3 0.085
H 1.522 6.231 1.719 0.1 -0.2 0.2 0.085
H 0.415 4.857 2.074 0.1 0.1 0.3 0.078
H -0.550 2.843 -0.187 0.2 0.5 -0.1 0.072
H -1.973 2.784 -1.223 0.0 0.4 -0.3 0.051
H -2.023 3.849 0.188 0.1 -0.3 0.2 0.057
O 5.547 -4.362 -0.372 -2.2 2.4 1.5 -0.298
S 4.783 -3.317 0.348 2.4 -1.5 1.5 0.689
O 4.335 -2.104 -0.324 0.3 -0.8 0.3 -0.413
O 3.557 -3.988 1.150 2.4 -1.0 -1.4 -0.272
C 2.428 -3.196 1.432 -1.0 0.6 -1.0 -0.274
C 1.505 -4.051 2.244 -1.4 -0.3 1.6 -0.056
C 5.792 -2.826 1.930 -1.2 0.4 -1.6 -0.066
H 2.013 -2.907 0.467 -0.5 0.0 0.0 0.100
H 2.786 -2.248 1.832 -0.4 0.0 0.8 0.121
H 1.236 -5.055 1.915 0.7 0.0 -1.0 0.085
H 0.505 -3.645 2.396 0.1 0.8 -0.4 0.052
H 1.785 -4.239 3.280 0.7 0.3 0.0 0.082
H 5.223 -1.992 2.343 0.1 0.2 -0.2 0.047
H 6.773 -2.483 1.603 -0.1 -0.2 0.1 0.058
H 5.793 -3.595 2.703 0.1 -0.4 -0.7 0.064
O 1.659 0.189 -6.113 -2.4 1.2 2.3 -0.302
S 0.867 0.454 -4.891 -0.8 -2.3 -1.3 0.689
O 1.485 1.096 -3.775 0.4 0.6 0.2 -0.364
O -0.616 1.237 -5.193 3.0 -1.3 -1.4 -0.253
C -1.319 1.715 -4.083 -0.7 0.2 1.5 -0.319
C -2.560 0.830 -3.830 0.4 0.9 -0.4 -0.049
C 0.192 -1.191 -4.279 0.5 2.1 -0.1 -0.083
H -1.564 2.762 -4.259 -0.4 -0.1 -0.5 0.116
H -0.660 1.843 -3.224 0.1 -0.6 0.2 0.082
H -3.113 1.195 -2.965 0.0 0.0 0.1 0.068
H -2.329 -0.227 -3.697 0.1 0.2 0.1 0.061
H -3.196 0.944 -4.707 -0.2 -0.2 0.1 0.079
H 1.063 -1.828 -4.128 -0.3 -0.2 -0.6 0.069
H -0.602 -1.426 -4.987 0.4 -0.6 0.1 0.067
H -0.186 -0.985 -3.277 -0.1 0.1 -0.1 0.030
```
Forces are in eV/Å.

Summary:
- spin multiplicity = 2
- charge = 0
- highest occupied orbital energy (alpha / beta) (Eh) = -0.3104 / -0.2975
- orbital gap (alpha / beta) (eV) = 8.238 / 5.840

***

The following is a DFT calculation (wB97M-V/def2-TZVPD) of a molecular structure, C13H36AsF6O11S5.

Structure (XYZ):
```
72
Properties=species:S:1:pos:R:3:forces:R:3:lowdin_charge:R:1
As 12.286 10.312 1.949 0.2 1.2 -1.2 0.980
F 12.128 10.705 3.655 -0.1 -0.3 -1.2 -0.258
F 10.607 9.634 1.835 1.8 0.7 0.4 -0.291
F 12.443 9.915 0.166 -0.1 0.4 2.1 -0.313
F 13.937 11.077 1.918 -1.6 -1.0 0.0 -0.297
F 13.030 8.751 2.418 -0.8 1.4 -0.7 -0.268
F 11.631 12.006 1.514 0.6 -2.3 0.4 -0.320
O 18.265 11.426 4.795 -2.8 2.0 -1.8 -0.338
S 17.055 11.936 4.074 0.9 -3.7 0.4 0.715
O 16.381 13.188 4.332 1.1 -0.5 -0.2 -0.299
O 17.410 11.777 2.447 0.0 0.1 2.1 -0.268
C 16.886 12.804 1.623 1.2 1.4 -1.5 -0.291
C 17.218 12.431 0.165 -0.7 -1.1 0.2 -0.068
C 15.766 10.580 4.219 1.1 0.5 0.2 -0.098
H 17.499 13.696 1.754 -0.5 0.4 0.8 0.114
H 15.838 12.970 1.874 0.0 0.1 -0.5 0.101
H 18.278 12.393 -0.087 0.2 -0.2 0.8 0.077
H 16.845 13.066 -0.639 -0.6 0.2 0.5 0.068
H 16.791 11.432 0.077 0.1 -0.2 -0.7 0.069
H 14.800 11.079 4.144 0.1 -0.4 0.0 0.041
H 15.945 10.041 5.149 -0.1 0.7 0.4 0.059
H 15.935 9.777 3.501 -0.1 0.6 -0.6 0.064
O 7.343 7.817 -1.709 -0.1 1.5 1.2 -0.286
S 7.274 9.179 -1.217 0.0 2.2 -0.7 0.661
O 6.281 10.111 -1.785 1.6 -1.7 0.7 -0.314
O 7.059 9.240 0.383 0.9 -2.0 -1.3 -0.283
C 7.126 10.494 1.022 -0.8 0.9 1.0 -0.302
C 5.834 10.619 1.790 -0.7 1.0 0.3 -0.064
C 8.917 10.027 -1.344 -0.2 -1.2 0.3 -0.093
H 7.244 11.327 0.329 -0.2 -0.3 -0.2 0.108
H 7.927 10.581 1.756 0.5 -0.6 -0.4 0.122
H 5.006 10.099 1.308 0.1 0.1 -0.1 0.086
H 5.595 11.682 1.819 -0.3 0.1 0.1 0.077
H 5.881 10.294 2.829 0.2 -0.2 -0.1 0.078
H 9.762 9.502 -0.899 -0.4 -0.9 0.0 0.056
H 8.958 10.915 -0.713 -0.6 0.5 -0.9 0.056
H 9.104 10.056 -2.417 -0.1 0.8 0.2 0.071
O 8.106 4.605 2.971 2.4 2.3 0.4 -0.318
S 9.061 5.730 3.125 0.3 -1.8 -0.9 0.703
O 9.209 6.376 4.424 0.0 -0.9 -1.7 -0.295
O 10.562 5.185 2.526 -2.2 0.2 0.9 -0.243
C 11.594 6.142 2.464 2.2 0.9 -0.1 -0.348
C 12.880 5.501 2.066 2.0 -1.7 0.8 -0.095
C 8.765 6.955 1.857 -0.2 0.5 2.2 -0.127
H 11.858 6.609 3.413 -0.8 0.0 0.3 0.122
H 11.614 6.959 1.743 -1.8 0.1 -0.2 0.095
H 13.695 6.224 2.004 -0.4 0.5 -0.4 0.072
H 12.944 4.842 1.201 -0.6 0.3 -0.3 0.080
H 13.288 4.892 2.873 -0.3 -0.5 0.3 0.074
H 7.763 7.213 2.198 -0.5 0.0 -1.2 0.068
H 9.017 6.673 0.835 -0.6 -0.2 0.3 0.094
H 9.316 7.822 2.221 0.5 0.0 -0.4 0.040
C 13.875 12.985 -0.430 0.0 1.2 0.1 -0.284
S 12.395 13.103 -1.526 0.6 1.0 -0.6 0.840
O 12.913 13.747 -2.805 -0.6 -0.5 1.1 -0.606
C 11.464 14.436 -0.578 1.4 0.0 0.5 -0.237
H 13.585 13.322 0.565 -0.1 -1.0 0.2 0.030
H 14.615 13.747 -0.675 -0.3 0.3 -0.9 0.045
H 14.429 12.050 -0.516 -0.8 -0.2 0.3 0.035
H 12.238 14.951 -0.007 0.1 0.2 0.0 0.033
H 10.791 14.025 0.174 -0.1 -0.3 -0.4 0.031
H 11.023 15.202 -1.215 -0.1 -0.6 -0.4 0.046
C 14.541 6.907 -4.137 -0.5 0.3 2.0 -0.247
S 15.420 6.593 -2.500 2.3 1.8 -2.3 0.856
O 16.860 6.436 -3.031 -1.7 -0.1 1.3 -0.626
C 15.306 8.350 -1.737 -0.6 -1.5 0.0 -0.219
H 13.621 7.424 -3.864 -0.4 -0.3 -0.1 0.033
H 14.336 5.907 -4.520 0.2 0.3 -0.3 0.036
H 15.095 7.610 -4.759 0.4 -0.5 0.1 0.053
H 14.581 8.213 -0.935 -0.2 0.2 0.0 0.019
H 14.934 9.098 -2.438 0.3 -0.1 0.0 0.044
H 16.256 8.581 -1.255 0.1 -0.1 -0.5 0.044
```
Forces are in eV/Å.

Summary:
- charge = -1
- highest occupied orbital energy (Eh) = -0.2518
- orbital gap (eV) = 8.863

***

The following is a DFT calculation (wB97M-V/def2-TZVPD) of 6 unconnected molecules or ions with the total composition C13H37Cl4O14P3.

Structure (XYZ):
```
71
Properties=species:S:1:pos:R:3:forces:R:3:lowdin_charge:R:1
C -2.287 -1.057 -2.725 -0.3 -0.7 -0.9 -0.085
O -2.718 -1.483 -1.423 0.2 0.7 0.6 -0.258
P -2.658 -2.992 -0.972 2.0 -0.2 -1.1 0.396
O -1.332 -3.617 -1.229 -1.7 0.1 0.5 -0.245
O -3.074 -2.887 0.578 0.0 0.3 -1.4 -0.226
C -3.442 -4.081 1.258 0.0 -1.0 -0.1 -0.102
O -3.833 -3.621 -1.864 1.4 -0.6 1.4 -0.205
C -5.012 -2.920 -2.125 -1.6 -0.1 -0.4 -0.113
H -2.035 -1.880 -3.394 0.2 -0.5 0.4 0.093
H -1.402 -0.421 -2.716 -0.3 0.2 0.5 0.057
H -3.156 -0.622 -3.220 0.2 0.6 0.2 0.092
H -4.473 -3.967 1.592 0.2 0.0 0.4 0.091
H -2.719 -4.342 2.030 -0.2 0.6 0.4 0.095
H -3.392 -4.971 0.631 -0.2 0.1 -0.5 0.086
H -5.267 -2.096 -1.458 0.5 0.2 0.0 0.091
H -5.835 -3.626 -2.019 0.0 -0.1 -0.1 0.092
H -4.990 -2.600 -3.167 0.0 0.3 0.1 0.095
C -5.251 -0.493 2.003 1.1 -0.7 2.5 -0.150
O -5.805 0.030 0.874 -0.5 2.0 -3.1 -0.216
P -5.635 1.593 0.470 -1.4 2.2 -1.8 0.546
O -6.341 2.098 -0.807 2.2 -2.3 3.4 -0.280
O -4.034 1.941 0.584 -2.8 -0.4 0.7 -0.215
C -3.109 1.388 -0.325 1.2 0.2 -0.7 -0.125
O -6.228 2.331 1.789 1.9 0.2 -1.0 -0.231
C -7.606 2.463 2.036 -1.4 -1.9 0.3 -0.120
H -4.629 -1.357 1.771 -0.4 -0.2 -0.1 0.073
H -6.052 -0.694 2.715 0.0 -0.5 0.0 0.097
H -4.584 0.162 2.563 0.1 0.5 -0.3 0.095
H -3.515 1.098 -1.295 -0.4 0.0 0.2 0.085
H -2.552 0.548 0.089 -0.4 -0.2 0.2 0.083
H -2.372 2.167 -0.518 -0.1 0.1 0.0 0.050
H -8.236 1.991 1.282 0.2 0.5 -0.8 0.086
H -7.994 3.453 2.275 0.7 0.1 -0.2 0.094
H -7.816 1.764 2.845 0.0 0.4 0.7 0.083
C 6.903 1.716 3.179 0.8 -0.1 0.7 -0.110
O 5.682 1.152 2.738 -1.2 0.3 -1.0 -0.229
P 4.760 1.762 1.541 0.5 1.7 0.7 0.414
O 4.603 3.257 1.547 0.2 -2.6 0.1 -0.281
O 3.412 0.917 1.676 0.9 -0.5 -0.4 -0.225
C 3.384 -0.523 1.974 0.4 0.1 0.4 -0.059
O 5.437 1.200 0.218 0.9 -0.2 -1.1 -0.236
C 6.600 1.885 -0.404 -0.5 0.9 1.7 -0.042
H 6.797 2.023 4.220 -0.2 0.3 -0.1 0.090
H 7.311 2.541 2.595 -0.5 0.1 -0.1 0.081
H 7.670 0.943 3.202 -0.1 -0.2 -0.3 0.088
H 3.175 -0.590 3.042 -0.3 -0.2 -0.2 0.094
H 4.314 -1.062 1.796 0.4 0.6 -0.1 0.082
H 2.673 -1.069 1.355 -0.5 0.7 0.1 0.061
H 6.931 2.621 0.329 -0.1 0.4 -0.1 0.059
H 6.292 2.448 -1.285 -0.1 -0.5 -0.1 0.089
H 7.503 1.287 -0.523 -0.7 -0.8 -0.4 0.092
Cl 0.066 2.398 -1.815 0.4 -0.1 1.1 0.469
C 0.784 1.448 -0.434 -0.6 -0.1 -0.9 -0.905
Cl 1.116 -0.177 -1.165 0.1 0.7 1.0 0.563
H 1.653 1.933 0.010 0.3 -0.2 -0.8 -0.028
H 0.067 1.377 0.384 -0.3 -0.3 -0.5 0.031
Cl 2.438 5.332 -3.141 0.8 0.0 0.6 0.477
C 3.301 5.316 -1.563 -0.4 0.3 0.5 -0.956
Cl 2.278 4.505 -0.339 0.5 0.4 -0.2 0.527
H 4.294 4.867 -1.575 -0.4 -0.5 -0.5 0.028
H 3.470 6.333 -1.208 -0.4 0.0 -0.3 0.026
O 2.961 -4.293 -1.299 0.9 1.4 0.0 -0.061
C 3.037 -2.824 -1.342 -1.8 -1.5 1.1 -0.283
C 4.396 -2.289 -1.152 0.0 0.4 -2.4 -0.228
O 5.125 -2.459 -2.408 0.9 -0.6 1.4 -0.070
H 2.049 -4.590 -1.251 -0.2 0.4 0.0 0.073
H 2.524 -2.451 -2.229 0.2 0.0 -0.2 0.102
H 2.524 -2.397 -0.480 -0.7 -0.3 0.1 0.056
H 4.793 -2.755 -0.249 0.9 -0.2 -0.6 0.129
H 4.307 -1.213 -1.003 0.0 0.1 0.4 0.100
H 4.751 -1.871 -3.069 -0.2 0.1 0.2 0.076
```
Forces are in eV/Å.

Summary:
- SMILES string = COP(=O)(OC)OC.COP(=O)(OC)OC.COP(=O)(OC)OC.ClCCl.ClCCl.OCCO
- charge = 0
- highest occupied orbital energy (Eh) = -0.3695
- orbital gap (eV) = 10.519